(1)
The following is a quantum chemistry calculation of a molecular structure, C42H35N8P2RuS4SbSe2 at a distorted geometry, from the OMol25 dataset.

Summary:
Orbital gap (alpha / beta), eV: 5.42 / 5.33
<S²>: 8.79
Multiplicity: 6
Electronic energy, eV: -257778.06765
LUMO energy (alpha / beta), Eh: 0.0693 / 0.0535
Energy relative to the best compared isomer or geometry (same formula, charge and spin), kcal/mol: 12.83
Total charge: -1

The geometry in XYZ format:
```
95
Properties=species:S:1:pos:R:3:forces:R:3
Ru 0.972 1.314 2.555 0.4 -0.6 0.0
C 3.773 1.776 4.090 0.0 0.0 0.0
N 3.437 0.818 3.051 0.1 -0.2 0.1
C 3.693 -0.582 3.347 -0.1 0.1 -0.1
C 2.601 -1.445 2.786 0.1 0.0 0.3
N 1.342 -1.134 2.858 -0.3 0.0 -0.3
C 0.662 -2.209 2.286 0.0 0.0 0.1
C -0.704 -2.426 2.114 0.0 0.1 -0.1
C -1.096 -3.620 1.534 0.0 0.0 0.0
C -0.160 -4.590 1.141 0.0 0.0 0.1
C 1.197 -4.389 1.313 0.0 0.0 -0.1
C 1.583 -3.182 1.883 0.0 -0.1 0.2
N 2.817 -2.678 2.256 0.1 -0.1 -0.1
C 2.651 1.874 5.075 0.0 0.0 0.0
N 1.457 1.394 4.857 -0.1 0.1 0.0
C 0.690 1.791 5.950 0.0 -0.1 0.0
C -0.656 1.579 6.222 -0.1 0.0 0.0
C -1.166 2.121 7.387 0.0 0.0 0.0
C -0.357 2.855 8.266 0.0 0.0 0.0
C 0.987 3.061 8.009 0.0 0.0 0.0
C 1.489 2.509 6.838 0.1 0.0 0.0
N 2.753 2.506 6.269 0.1 -0.1 0.2
H 4.705 1.528 4.617 0.0 0.0 0.0
H 3.887 2.763 3.633 -0.1 0.0 0.0
H 3.782 1.097 2.142 -0.1 0.1 0.0
H 4.668 -0.930 2.987 0.1 0.0 0.0
H 3.674 -0.712 4.431 0.0 0.0 0.0
H -1.416 -1.669 2.423 0.0 0.0 0.0
H -2.152 -3.817 1.387 0.0 0.0 0.0
H -0.508 -5.517 0.702 0.0 0.0 0.0
H 1.922 -5.135 1.010 0.0 0.0 0.0
H 3.712 -3.032 1.967 0.0 0.0 0.0
H -1.276 1.019 5.532 0.0 0.0 0.0
H -2.214 1.989 7.623 0.0 0.0 0.0
H -0.797 3.283 9.157 0.0 0.0 0.0
H 1.609 3.650 8.671 0.0 0.0 0.0
H 3.497 3.137 6.510 0.0 0.1 -0.1
Se -3.315 2.961 -2.679 0.0 0.1 0.0
P -2.635 0.986 -2.562 0.0 0.0 -0.1
C -1.754 0.434 -4.057 0.0 0.0 0.0
C -1.549 1.344 -5.089 0.0 0.0 0.0
C -1.007 0.917 -6.294 0.0 0.0 0.1
C -0.666 -0.416 -6.472 0.0 0.0 0.0
C -0.870 -1.329 -5.446 0.0 0.0 0.0
C -1.417 -0.904 -4.245 0.0 0.1 -0.1
C -4.029 -0.213 -2.423 0.0 0.0 0.0
C -4.449 -0.949 -3.532 0.0 0.0 0.1
C -5.545 -1.798 -3.445 0.0 0.0 0.0
C -6.244 -1.915 -2.255 0.0 0.0 0.0
C -5.861 -1.154 -1.159 0.0 0.0 0.0
C -4.770 -0.301 -1.241 0.1 0.0 -0.1
C -1.578 0.706 -1.090 -0.3 -0.2 0.0
C -0.268 0.336 -0.714 0.2 0.1 -0.1
N -0.207 0.400 0.623 -0.2 -0.1 -0.3
N -1.413 0.767 1.013 -0.1 0.0 0.0
N -2.253 0.975 0.039 -0.1 -0.2 0.1
P 1.255 -0.041 -1.626 0.0 -0.2 0.1
Se 3.055 -0.315 -0.549 0.0 0.2 0.1
C 1.314 1.323 -2.809 -0.1 0.0 -0.1
C 1.922 1.213 -4.058 0.0 0.1 0.0
C 2.029 2.328 -4.873 -0.1 0.0 0.0
C 1.527 3.554 -4.450 0.0 0.0 0.0
C 0.933 3.669 -3.202 0.0 0.0 0.0
C 0.831 2.559 -2.376 0.1 0.0 0.0
C 0.957 -1.684 -2.357 -0.1 -0.1 0.1
C 0.067 -2.538 -1.708 0.0 0.0 -0.1
C -0.035 -3.870 -2.092 0.0 0.0 -0.1
C 0.758 -4.362 -3.117 0.0 0.0 0.0
C 1.667 -3.521 -3.748 0.0 0.0 0.0
C 1.776 -2.196 -3.363 0.0 0.0 0.0
H -1.840 2.377 -4.939 0.0 0.0 0.0
H -0.853 1.630 -7.095 0.0 0.0 0.0
H -0.243 -0.748 -7.414 0.0 0.0 0.0
H -0.612 -2.373 -5.577 0.0 0.0 0.0
H -1.623 -1.623 -3.468 0.0 -0.1 0.1
H -3.935 -0.854 -4.476 0.0 0.0 0.0
H -5.851 -2.366 -4.315 0.0 0.0 0.0
H -7.092 -2.586 -2.185 0.0 0.0 0.0
H -6.417 -1.215 -0.232 0.0 0.0 0.0
H -4.496 0.305 -0.391 0.1 0.0 0.1
H 2.324 0.270 -4.398 0.0 0.0 0.0
H 2.501 2.238 -5.844 0.0 0.0 0.0
H 1.605 4.421 -5.094 0.0 0.0 0.0
H 0.551 4.618 -2.851 0.0 0.0 0.0
H 0.412 2.684 -1.387 0.0 0.0 0.0
H -0.546 -2.171 -0.893 0.0 0.0 0.0
H -0.729 -4.519 -1.573 0.0 0.0 -0.1
H 0.680 -5.401 -3.415 0.0 0.0 0.0
H 2.306 -3.905 -4.534 0.0 0.0 0.0
H 2.520 -1.570 -3.831 0.0 0.0 0.0
S -0.422 5.686 1.319 -0.1 -0.3 0.2
Sb 0.383 4.096 2.791 0.2 1.7 -0.1
S 1.992 2.971 1.237 -0.4 -0.4 0.2
S -1.715 1.023 2.696 0.2 0.1 -0.1
S 1.820 5.047 4.345 -0.1 -0.2 0.0
```
Positions in Å, forces in eV/Å.


(2)
The following is a quantum chemistry calculation of a molecular structure, C42H36BF4O3RuS3 at a distorted geometry, from the OMol25 dataset.

Summary:
Orbital gap (alpha / beta), eV: 4.73 / 3.95
<S²>: 6.05
Multiplicity: 5
Electronic energy, eV: -96892.08342
LUMO energy (alpha / beta), Eh: -0.3930 / -0.4211
Total charge: +3

The geometry in XYZ format:
```
90
Properties=species:S:1:pos:R:3:forces:R:3
Ru 0.625 1.198 0.198 0.5 -0.9 0.1
C 0.162 -1.440 8.559 -0.1 0.1 0.6
C 0.049 -1.244 7.098 0.0 -0.1 -0.8
C 0.214 -2.315 6.208 -0.1 0.4 0.3
C 0.140 -2.116 4.844 0.1 0.1 -0.4
C -0.116 -0.843 4.347 0.2 -0.2 -0.6
C -0.285 0.238 5.204 -0.1 0.0 0.0
C -0.210 0.030 6.568 0.0 -0.2 -0.1
S -0.180 -0.708 2.538 -1.5 -2.1 2.6
O 0.558 0.570 2.258 0.9 2.6 -2.1
C -1.931 -0.231 2.435 0.3 0.7 0.0
C -2.348 1.091 2.569 0.8 -0.6 0.1
C -3.692 1.386 2.478 -0.9 -0.2 0.0
C -4.649 0.369 2.290 0.4 -0.1 0.1
C -6.030 0.657 2.234 0.6 0.4 0.1
C -6.953 -0.350 2.070 -0.4 -1.1 -0.1
C -6.532 -1.678 1.944 -1.1 0.8 0.1
C -5.192 -1.992 1.978 1.1 0.0 0.1
C -4.224 -0.982 2.162 0.3 0.3 0.1
C -2.831 -1.260 2.199 -0.7 -0.2 0.1
C -2.325 -2.632 2.039 0.1 -0.6 -0.4
C -2.427 -3.553 3.120 0.0 0.0 -0.1
C -2.954 -3.172 4.374 -0.2 -0.4 0.4
C -3.044 -4.082 5.401 -0.1 0.7 -0.4
C -2.599 -5.397 5.227 0.3 -0.5 -0.5
C -2.054 -5.790 4.029 -0.2 0.1 0.4
C -1.952 -4.884 2.949 0.0 0.2 0.0
C -1.387 -5.264 1.716 0.0 0.3 -0.3
C -1.283 -4.359 0.685 0.1 -0.4 0.1
C -1.747 -3.051 0.852 -0.2 0.6 -0.3
S -1.453 -1.910 -0.552 -1.2 -1.0 0.4
O -0.636 -0.817 0.083 0.9 1.7 -0.2
C -3.078 -1.167 -0.772 0.1 0.1 -0.3
C -4.170 -1.938 -1.155 0.5 0.0 0.2
C -5.371 -1.314 -1.421 0.0 0.5 0.0
C -5.488 0.081 -1.355 0.7 -0.2 0.2
C -6.743 0.768 -1.722 -0.4 0.3 -0.1
C -4.375 0.838 -0.963 -0.4 -0.3 -0.3
C -3.175 0.220 -0.699 0.5 -0.4 0.2
H 0.457 -2.454 8.812 0.0 0.0 0.1
H -0.787 -1.213 9.052 0.0 -0.1 0.0
H 0.884 -0.738 8.980 0.1 -0.1 0.0
H 0.423 -3.301 6.590 0.0 -0.1 0.1
H 0.295 -2.935 4.158 0.0 -0.2 0.0
H -0.457 1.226 4.810 0.0 0.2 0.0
H -0.343 0.865 7.240 0.0 0.1 0.1
H -1.624 1.874 2.737 0.0 0.1 0.0
H -4.030 2.407 2.563 0.0 0.2 0.0
H -6.348 1.683 2.333 -0.1 0.2 0.0
H -8.007 -0.124 2.044 -0.1 0.1 0.0
H -7.263 -2.464 1.832 -0.1 0.0 0.0
H -4.874 -3.019 1.883 0.0 -0.1 0.0
H -3.294 -2.159 4.525 0.0 0.1 0.1
H -3.461 -3.780 6.348 0.0 0.1 0.1
H -2.681 -6.098 6.043 0.0 -0.1 0.1
H -1.688 -6.796 3.897 0.0 -0.2 0.0
H -1.034 -6.274 1.583 0.0 -0.1 0.0
H -0.854 -4.658 -0.258 0.1 0.0 -0.1
H -4.091 -3.011 -1.234 0.0 -0.2 0.0
H -6.225 -1.900 -1.718 -0.1 -0.1 -0.1
H -7.534 0.071 -1.978 -0.1 0.0 0.0
H -6.566 1.423 -2.577 -0.1 0.0 0.0
H -7.069 1.417 -0.910 -0.2 0.0 0.1
H -4.443 1.914 -0.896 0.0 0.1 -0.1
H -2.305 0.798 -0.419 -0.2 0.0 -0.1
C 1.927 6.087 -2.035 0.0 0.5 0.2
C 2.050 4.618 -1.946 0.1 -0.6 0.2
C 1.828 3.797 -3.063 0.1 0.0 0.3
C 1.987 2.425 -2.986 -0.1 -0.2 0.0
C 2.343 1.841 -1.774 -0.1 -0.6 -0.2
C 2.534 2.634 -0.618 0.1 -0.2 0.2
C 2.395 4.012 -0.729 -0.2 0.1 -0.2
S 2.651 0.051 -1.682 1.4 1.3 -1.2
C 4.446 0.015 -1.391 -0.4 -0.2 0.1
O 2.052 -0.208 -0.294 -1.5 0.6 1.9
H 1.564 6.406 -3.007 0.0 0.1 0.0
H 2.889 6.570 -1.837 0.0 -0.1 -0.1
H 1.243 6.446 -1.264 0.0 0.0 -0.1
H 1.527 4.249 -3.996 0.0 0.0 -0.1
H 1.839 1.813 -3.865 0.0 -0.1 0.0
H 2.958 2.214 0.303 0.0 0.1 -0.2
H 2.575 4.637 0.135 0.0 0.0 0.1
H 4.748 0.725 -0.627 -0.2 0.1 0.1
H 4.947 0.231 -2.330 -0.1 0.1 -0.2
H 4.703 -0.997 -1.085 -0.1 -0.1 0.0
F -0.668 2.314 -1.530 0.3 -0.5 0.1
B -1.196 3.334 -0.668 0.2 -0.4 -0.4
F -0.656 2.758 0.666 0.6 -0.8 0.5
F -0.601 4.501 -0.857 0.3 0.8 -0.1
F -2.520 3.300 -0.600 -0.7 0.0 0.2
```
Positions in Å, forces in eV/Å.


What is the electronic energy in the first record?
-257778.06765 eV


Among the records above, which one has the lowest <S²>?
C42H36BF4O3RuS3


Look up the total charge of the first one.
-1


Look up the total charge of the first one.
-1